(1)
20
Properties=species:S:1:pos:R:3 method="wB97M-V/def2-TZVPD" orbital_gap_ev="3.00 / 7.37" lumo_energy_ev="4.22 / 4.05" homo_ev="1.2200 / -3.3234" total_charge=-1 multiplicity=2
N -1.5792 0.0335 -2.1157
C 2.0790 1.0733 -0.0147
C 0.7121 1.0939 0.7211
C -0.3124 0.2219 0.0843
C -1.0431 0.7502 -0.9689
C -0.6025 -1.1537 0.6280
C 0.4640 -1.7888 1.5099
H 1.8825 1.1037 -1.0822
H 1.4627 -1.6996 1.0662
H 0.5467 -1.4429 2.5438
H -1.3901 1.7681 -0.8858
H 2.7043 1.9357 0.2638
H 2.6368 0.1992 0.3137
H 0.8869 0.7873 1.7570
H -1.2740 -0.9330 -2.0565
H -2.5825 -0.0054 -2.0013
H -1.5735 -1.2018 1.1776
H 0.3945 2.1531 0.7411
H -0.7563 -1.8365 -0.1923
H 0.2668 -2.8650 1.6453

(2)
20
Properties=species:S:1:pos:R:3 method="wB97M-V/def2-TZVPD" orbital_gap_ev="4.02 / 5.23" lumo_energy_ev="4.07 / 4.02" homo_ev="0.0494 / -1.2105" total_charge=-1 multiplicity=2
N 1.1456 0.8939 2.7728
C -0.1247 -0.4836 0.9809
C -2.0413 0.2740 -2.1971
C -0.2444 -0.5509 -0.5664
C 0.9198 -1.2392 -1.2321
C 1.0171 0.4516 1.3267
C -1.0269 0.4919 -1.1611
H 1.4177 1.8767 2.7395
H -1.6036 -0.4243 -2.9383
H 1.9183 0.4270 3.2249
H 0.5934 -1.8043 -2.1141
H 1.3891 -2.0094 -0.5883
H -1.0882 -0.1681 1.3712
H 0.1394 -1.4757 1.3590
H -3.0004 -0.2216 -1.8624
H -2.4062 1.1478 -2.7491
H 0.9679 1.3921 0.7765
H -0.7977 1.4510 -0.6925
H 1.9441 -0.0404 1.0069
H 1.7522 -0.5904 -1.5758

Which structure is most stable, and how do the rest compare? From most to least stable: (1), (2).

(1)
10
Properties=species:S:1:pos:R:3 method="wB97M-V/def2-TZVPD" orbital_gap_ev=8.92 lumo_energy_ev=-1.51 homo_ev=-10.4230 total_charge=0 multiplicity=1
O -2.2615 -0.3062 -0.6585
N 0.4440 -1.8969 0.2566
N 1.1183 -1.3042 -0.6907
N 1.5802 -0.0784 -0.5771
N -0.7373 -1.4629 0.6076
C 0.9156 0.8722 0.2616
C -1.1659 -0.3768 -0.1593
C -0.4343 0.9023 0.1184
H 1.5288 1.7664 0.5221
H -0.9880 1.8846 0.3192

(2)
10
Properties=species:S:1:pos:R:3 method="wB97M-V/def2-TZVPD" orbital_gap_ev=8.49 lumo_energy_ev=-1.63 homo_ev=-10.1199 total_charge=0 multiplicity=1
O -1.0483 -1.6727 -1.1932
N 1.3098 0.8423 -0.6899
N -0.7556 0.6263 1.2647
N -1.1770 0.1180 0.2934
N 0.4789 0.3070 1.7390
C -0.5975 -0.6435 -0.6523
C 0.3625 0.1087 -1.3511
C 1.3409 0.4645 0.7670
H 0.4943 0.2974 -2.4537
H 2.2642 0.2516 1.1669

Which structure is most stable, and how do the rest compare? From most to least stable: (2), (1).

(1)
10
Properties=species:S:1:pos:R:3 method="wB97M-V/def2-TZVPD" orbital_gap_ev=8.73 lumo_energy_ev=-1.26 homo_ev=-9.9933 total_charge=0 multiplicity=1
O 1.8113 -0.0513 -0.9413
N -0.5314 -1.2997 0.5889
N -1.0925 -0.8712 -0.7173
N 0.5641 1.2087 0.4695
N 0.5453 -0.7928 1.0824
C -0.7811 1.2360 0.3453
C 1.0270 0.0932 -0.0989
C -1.4719 0.3281 -0.6347
H -2.1195 0.7028 -1.1807
H -1.4135 2.0490 1.0762

(2)
10
Properties=species:S:1:pos:R:3 method="wB97M-V/def2-TZVPD" orbital_gap_ev=9.54 lumo_energy_ev=-0.80 homo_ev=-10.3398 total_charge=0 multiplicity=1
O -0.3118 -1.2386 -1.3414
N 2.3369 -1.5022 1.6655
N -0.5941 1.8025 0.3328
N -0.0766 -0.0295 -0.6089
N 0.4832 1.2928 1.1257
C 1.7866 -0.6517 0.8938
C -1.0539 0.8564 -0.3974
C 0.7919 0.1859 0.3921
H -1.9557 0.7871 -1.0577
H -1.4065 -1.5027 -1.0044

(3)
10
Properties=species:S:1:pos:R:3 method="wB97M-V/def2-TZVPD" orbital_gap_ev=8.72 lumo_energy_ev=-1.63 homo_ev=-10.3590 total_charge=0 multiplicity=1
O -2.7563 -0.4120 -0.2196
N 0.0366 -1.0943 0.0782
N 1.4077 -1.2746 0.1795
N 1.5047 1.1057 -0.1434
N 0.2612 1.2076 0.0827
C -0.4035 0.0989 -0.0644
C 2.0215 -0.1005 -0.0966
C -1.8244 0.3999 0.1063
H -2.2392 1.5523 0.9917
H 3.0562 -0.2574 -0.2855

(4)
10
Properties=species:S:1:pos:R:3 method="wB97M-V/def2-TZVPD" orbital_gap_ev=5.50 lumo_energy_ev=-3.77 homo_ev=-9.2718 total_charge=0 multiplicity=1
O 0.5637 -0.3087 -0.9344
N -2.0291 -0.3971 -1.3491
N 0.2855 -0.2357 1.4178
N 3.4162 1.3032 0.3488
N -0.6813 -0.9649 0.7855
C -0.8789 -0.5474 -0.6216
C 1.0949 -0.0572 0.3157
C 2.4236 0.7043 0.5800
H -2.0677 0.7814 1.7958
H -2.1269 -0.2778 -2.3385

Which structure is most stable, and how do the rest compare? From most to least stable: (3), (2), (1), (4).

(1)
32
Properties=species:S:1:pos:R:3 method="wB97M-V/def2-TZVPD" orbital_gap_ev=7.12 lumo_energy_ev=0.79 homo_ev=-6.3251 total_charge=0 multiplicity=1
O -2.0334 -1.6737 0.3036
N 0.0213 1.4694 0.0755
C -1.3065 1.8660 0.0409
C 1.5439 -0.5901 0.2590
C -2.4987 -2.1138 -0.9404
C 2.4237 -0.1522 1.3694
C -1.6574 -0.3919 0.3256
C -2.2066 0.8458 0.1152
C 1.2413 -2.1093 0.4194
C 0.9822 2.5445 0.0328
C -3.6156 1.0858 0.0753
C 0.2786 0.2325 0.1265
C 2.2682 -0.4320 -1.0561
H -2.7932 -3.1892 -0.8559
H 1.9767 2.1847 0.0520
H 2.3474 0.6275 -1.2688
H -1.8803 -2.1107 -1.8845
H -3.5031 -1.4810 -1.0813
H -1.5545 2.9329 0.2848
H 0.8582 -2.3907 1.3130
H -3.8364 2.0232 -0.4599
H 2.5517 -1.0611 1.8770
H 1.8610 0.5958 2.0019
H 0.8896 2.9057 -0.9986
H 0.5971 -2.4691 -0.3779
H 3.3083 -0.7968 -1.0283
H -4.2017 0.3766 -0.3408
H 3.3409 0.2412 1.1453
H 2.1805 -2.6088 0.2911
H 0.7707 3.2614 0.7803
H 1.7335 -0.9211 -1.8716
H -4.0485 1.1076 1.0899

(2)
32
Properties=species:S:1:pos:R:3 method="wB97M-V/def2-TZVPD" orbital_gap_ev=8.65 lumo_energy_ev=0.79 homo_ev=-7.8672 total_charge=0 multiplicity=1
O 1.5866 1.5390 0.4713
N -0.0746 -1.6249 -0.0869
C 1.1743 0.2141 0.2628
C -2.3844 -0.1147 1.1584
C -1.2541 1.8845 0.6469
C 3.5017 -0.8115 0.3548
C -1.1431 -2.5783 -0.1543
C 2.0447 -0.8986 0.0967
C -1.4048 0.4852 0.1351
C 1.2670 -2.0096 -0.1475
C 1.8699 2.3345 -0.6566
C -1.9877 0.5145 -1.2962
C -0.1162 -0.2428 0.1725
H -1.6551 -2.9207 0.7825
H -0.6929 1.8753 1.6109
H -1.8564 -2.2019 -0.9989
H -0.6234 -3.4534 -0.6049
H 1.0214 2.0692 -1.4589
H 1.8759 3.4938 -0.3020
H -3.0246 0.9349 -1.3059
H -1.8775 -0.8004 1.9037
H 4.0443 -0.6882 -0.6396
H -2.0808 -0.4395 -1.8605
H -1.2763 1.1286 -1.9317
H -3.2192 -0.7244 0.6852
H 1.3226 -3.0352 -0.1605
H -2.8479 0.6755 1.7691
H 3.8101 -0.0159 1.0495
H -2.2797 2.3411 0.5879
H 2.8250 2.2111 -1.0309
H 4.0067 -1.7359 0.7280
H -0.5515 2.5945 0.2202

Which structure is most stable, and how do the rest compare? From most to least stable: (2), (1).